A:
C28H30N2O6 | ωB97M-V/def2-TZVPD

Atoms and positions in Å:
C: 6.0885 1.7422 0.6345
H: 6.8668 2.1780 0.0100
O: 5.0111 1.4833 -0.2293
C: 3.8788 0.9395 0.2968
C: 3.6976 0.5954 1.6246
C: 2.5064 0.0277 2.0560
C: 1.4755 -0.1989 1.1649
C: 1.6380 0.1677 -0.1700
C: 2.8237 0.7191 -0.6177
O: 3.0662 1.0770 -1.9057
C: 2.0580 0.8402 -2.8605
H: 2.4689 1.1827 -3.8089
H: 1.1447 1.3993 -2.6362
H: 1.8130 -0.2242 -2.9321
H: 0.8379 0.0022 -0.8716
C: 0.1728 -0.7810 1.6609
N: -0.5247 -1.5930 0.6760
C: 0.0889 -2.3783 -0.2506
O: -0.4984 -2.7810 -1.2513
C: 1.4827 -2.7700 -0.0191
C: 2.4166 -3.1486 -0.9517
C: 3.5794 -3.4820 -0.2289
C: 3.2640 -3.3021 1.0851
O: 2.0047 -2.8774 1.2222
H: 3.8321 -3.4465 1.9830
H: 4.5151 -3.8130 -0.6291
H: 2.2737 -3.1719 -2.0120
C: -1.9407 -1.5937 0.6985
C: -2.6104 -1.8050 1.8975
C: -3.9906 -1.8840 1.9123
C: -4.7089 -1.7891 0.7312
C: -4.0466 -1.5879 -0.4660
C: -2.6620 -1.4701 -0.4936
C: -1.9364 -1.0917 -1.7403
O: -1.1587 -0.1505 -1.7226
C: -2.3820 -1.7435 -3.0172
H: -3.2616 -1.2138 -3.3835
H: -2.6300 -2.7861 -2.8511
H: -1.5951 -1.6603 -3.7615
H: -4.6084 -1.4899 -1.3822
H: -5.7855 -1.8649 0.7444
H: -4.5053 -2.0317 2.8493
H: -2.0534 -1.9003 2.8157
H: 0.3558 -1.3466 2.5830
C: -0.6858 0.4518 2.0384
O: -0.8416 0.7746 3.1977
N: -1.1562 1.1233 0.9827
H: -1.0129 0.7727 0.0396
C: -1.9314 2.3381 1.1009
H: -2.0091 2.5431 2.1711
C: -1.2495 3.4880 0.3276
C: -2.2113 3.8760 -0.8025
H: -2.8295 4.7210 -0.4951
H: -1.6834 4.1546 -1.7129
C: -3.0906 2.6422 -0.9899
H: -2.5525 1.8821 -1.5571
H: -4.0230 2.8661 -1.5062
C: -3.3096 2.1693 0.4437
H: -3.6614 1.1404 0.5103
H: -4.0333 2.8157 0.9415
H: -0.3020 3.1306 -0.0769
H: -1.0336 4.3324 0.9796
H: 2.3887 -0.2353 3.0956
H: 4.4840 0.7581 2.3436
H: 5.8145 2.4545 1.4200
H: 6.4673 0.8232 1.0949

Values from the calculation:
SMILES = COc1ccc([C@@H](C(=O)NC2CCCC2)N(C(=O)c2ccco2)c2ccccc2C(C)=O)cc1OC
HOMO = -7.882 eV

***

B:
C28H30N2O6 | ωB97M-V/def2-TZVPD

Atoms and positions in Å:
C: -6.2376 -0.6373 -1.4219
C: -5.1561 -1.7025 -1.5391
H: -5.4744 -2.6201 -1.0322
H: -4.9249 -1.9148 -2.5852
O: -3.9266 -1.2616 -0.9735
C: -3.7818 -1.3997 0.3572
O: -4.6355 -1.9153 1.0502
C: -2.4879 -0.8797 0.8111
C: -2.1449 -0.7885 2.1185
N: -0.9462 -0.2004 2.4679
C: -0.2530 0.6119 1.6047
C: -0.5645 0.6072 0.2919
C: 0.0175 1.5365 -0.6504
O: -0.4139 1.7265 -1.7669
C: 1.2161 2.3599 -0.1359
C: 0.6645 3.7605 0.0526
O: 0.1948 4.1949 1.0763
O: 0.7527 4.4439 -1.0819
C: 0.1191 5.7229 -1.1360
C: -1.3683 5.5782 -1.4218
H: -1.5144 4.9732 -2.3131
H: -1.8120 6.5582 -1.5728
H: -1.8618 5.0901 -0.5848
H: 0.2805 6.2417 -0.1849
H: 0.6261 6.2552 -1.9431
H: 1.9289 2.4005 -0.9626
C: 1.8720 1.7934 1.1330
C: 2.7294 0.5989 0.7736
C: 2.4384 -0.7036 1.1405
C: 3.2474 -1.7627 0.7601
C: 4.3776 -1.5360 -0.0118
C: 4.6935 -0.2244 -0.3691
C: 3.8832 0.8169 0.0218
H: 4.1521 1.8247 -0.2609
H: 5.5807 -0.0517 -0.9574
O: 5.2287 -2.5011 -0.4609
C: 4.9378 -3.8426 -0.1569
H: 3.9599 -4.1402 -0.5493
H: 4.9658 -4.0263 0.9224
H: 5.7162 -4.4307 -0.6409
H: 2.9719 -2.7598 1.0665
H: 1.5648 -0.9327 1.7282
C: 0.7978 1.4992 2.1825
H: 0.3473 2.4480 2.4866
H: 1.2472 1.0371 3.0650
H: 2.5342 2.5704 1.5357
C: -1.4941 -0.4537 -0.2451
C: -0.6337 -1.6054 -0.7390
N: 0.5249 -1.2506 -1.2769
C: 1.3213 -2.1826 -1.7616
C: 1.0179 -3.5346 -1.7248
C: -0.1818 -3.9141 -1.1429
C: -1.0244 -2.9370 -0.6413
H: -1.9649 -3.2026 -0.1836
H: -0.4585 -4.9576 -1.0827
H: 1.6949 -4.2671 -2.1380
H: 2.2457 -1.8224 -2.1947
H: -2.0139 -0.0506 -1.1210
H: -0.7466 -0.1174 3.4551
C: -2.9534 -1.2405 3.2891
H: -3.1447 -0.4028 3.9598
H: -2.4045 -2.0027 3.8422
H: -3.8980 -1.6570 2.9580
H: -5.9000 0.2902 -1.8781
H: -6.4644 -0.4546 -0.3744
H: -7.1394 -0.9750 -1.9247

Values from the calculation:
SMILES = CCOC(=O)C1=C(C)NC2=C(C(=O)[C@@H](C(=O)OCC)[C@H](c3ccc(OC)cc3)C2)[C@H]1c1ccccn1
HOMO = -8.123 eV

***

The structure shown above that is least stable: A.